Density functional theory data (ωB97M-V/def2-TZVPD) for an isolated molecule of C4H9NO.

CARTESIAN COORDINATES (ANGSTROEM)
1 C 0.184 -0.687 0.086
2 C -0.375 0.758 0.252
3 C 1.737 -0.873 -0.148
4 C -1.016 1.538 -0.819
5 N -0.301 -1.048 1.342
6 O -1.449 -0.133 1.272
7 H -0.341 -1.183 -0.750
8 H 0.198 1.319 0.930
9 H 1.879 -1.947 -0.199
10 H 2.091 -0.346 0.818
11 H 1.946 -0.472 -1.059
12 H -1.479 0.779 -1.522
13 H -0.324 2.283 -1.144
14 H -2.039 2.049 -0.511
15 H -0.709 -2.037 1.450

Properties
LUMO level in eV: 1.07
DFT total energy in Ha: -287.6527
Energy relative to the best compared isomer or geometry (same formula, charge and spin) in kcal per mole: 112.8
Frontier orbital gap in eV: 9.49
Charge: 0
M in Da: 87.12